w) Molecular formula: C5H17N2O
Method: DFT, the ωB97M-V functional and the def2-TZVPD basis

Element x y z (Å)
C -1.649 2.109 0.729
C -0.893 0.768 0.287
C -0.289 -0.017 1.428
C 0.015 -1.480 1.094
C 2.036 -2.502 0.280
N 0.997 -1.517 -0.062
N 0.288 1.175 -0.602
H -0.908 2.643 1.321
H -2.552 1.761 1.214
H -1.840 2.727 -0.140
H -1.567 0.163 -0.317
H -0.996 0.094 2.245
H 0.623 0.523 1.746
H 0.630 -1.700 1.962
H -0.886 -2.082 0.965
H 1.840 -3.246 1.068
H 2.409 -3.164 -0.518
H 2.913 -1.941 0.637
H 0.553 -1.773 -0.940
H 0.949 0.351 -0.602
H 0.859 1.916 -0.190
H -0.177 1.522 -1.488
H -0.427 1.830 -3.718
H -1.104 0.512 -3.412
O -0.822 1.328 -2.985

Its net charge is +1. For the gap between HOMO and LUMO, the calculation gives 10.33 eV.

---

x) Molecular formula: C5H17N2O
Method: DFT, the ωB97M-V functional and the def2-TZVPD basis

Element x y z (Å)
C -0.206 1.798 1.749
C -0.195 0.553 0.867
C -0.231 0.900 -0.593
C -0.451 -0.322 -1.545
C 1.677 -0.328 -2.728
N 0.212 -0.312 -2.809
N -1.408 -0.295 1.220
H 0.581 2.470 1.399
H 0.047 1.617 2.782
H -1.147 2.297 1.644
H 0.660 -0.067 1.080
H 0.678 1.397 -0.928
H -1.007 1.645 -0.815
H -0.241 -1.252 -1.004
H -1.536 -0.351 -1.704
H 2.123 0.248 -1.901
H 2.012 -1.344 -2.500
H 2.096 0.023 -3.667
H -0.075 0.462 -3.394
H -2.039 0.200 1.860
H -1.124 -1.023 1.885
H -1.897 -0.671 0.410
H 0.413 -1.235 3.777
H 0.988 -2.486 3.288
O 0.552 -1.693 2.932

Its net charge is +1. For the gap between HOMO and LUMO, the calculation gives 8.83 eV.

---

y) Molecular formula: C5H17N2O
Method: DFT, the ωB97M-V functional and the def2-TZVPD basis

Element x y z (Å)
N -1.309 -0.677 0.228
C -0.410 -0.370 1.539
C 0.394 -1.632 1.810
C 0.593 0.746 1.359
N -0.029 1.759 0.635
C 0.366 1.915 -0.817
C -0.407 1.214 -1.932
H -2.188 -1.086 0.572
H -1.291 0.330 -0.191
H -0.758 -1.401 -0.281
H -1.270 -0.191 2.195
H 1.332 -1.328 2.468
H 0.944 -2.038 0.894
H -0.272 -2.501 2.013
H 1.100 1.030 2.384
H 1.413 0.200 0.818
H -0.175 2.719 1.068
H 0.386 2.998 -1.064
H 1.490 1.588 -0.935
H -1.522 1.616 -1.851
H -0.305 0.183 -1.916
H 0.034 1.624 -2.950
H -0.098 -2.444 -2.270
H 1.432 -2.272 -2.061
O 0.552 -1.980 -1.717

Its net charge is +1. For the gap between HOMO and LUMO, the calculation gives 10.11 eV.

---

Out of the structures above, which one is the most stable? Solution: w).